No. 1
{
  "formula": "C5H10O2",
  "method": "ωB97M-V/def2-TZVPD",
  "smiles": "C[C@H]1OCC[C@H]1O",
  "symbols": ["C", "C", "O", "C", "C", "C", "O", "H", "H", "H", "H", "H", "H", "H", "H", "H", "H"],
  "positions_angstrom": [[2.126, -0.091, -0.507], [0.801, 0.204, 0.162], [-0.004, 0.992, -0.728], [-1.270, 1.166, -0.107], [-1.599, -0.068, 0.726], [-0.025, -0.980, 0.355], [-0.265, -1.824, -0.648], [2.641, 0.845, -0.741], [1.986, -0.653, -1.435], [2.762, -0.681, 0.161], [0.960, 0.753, 1.103], [-1.984, 1.353, -0.914], [-1.245, 2.060, 0.531], [-1.860, 0.193, 1.754], [-2.385, -0.704, 0.316], [-0.313, -1.330, 1.401], [-0.325, -1.235, -1.427]],
  "forces_ev_per_angstrom": [[0.3188, 0.2518, -0.1284], [0.7804, 0.4728, -0.5856], [0.3939, 0.3145, -0.2460], [-0.6875, 0.4178, -0.0038], [1.3448, -0.1702, -1.7300], [-5.0810, 1.0456, 5.7472], [0.2744, -0.3422, -1.7072], [-0.0399, -0.1541, -0.0078], [0.0104, 0.1007, 0.1485], [-0.1212, 0.0773, -0.0904], [-0.1175, -0.2231, -0.0671], [0.0783, 0.0113, 0.0937], [0.0816, -0.0260, -0.0778], [0.5197, -0.3139, 0.0422], [0.1117, 0.0284, -0.0655], [2.1966, -0.8873, -1.3511], [-0.0636, -0.6034, 0.0292]],
  "mulliken_charge": [-1.3477, 0.2338, -0.4499, -0.4150, -0.7749, -0.1136, -0.5412, 0.3621, 0.2520, 0.3824, 0.3368, 0.2737, 0.3193, 0.3484, 0.3397, 0.3756, 0.4184]
}

No. 2
{
  "formula": "C2H4N2S3",
  "method": "ωB97M-V/def2-TZVPD",
  "symbols": ["C", "C", "N", "N", "S", "S", "S", "H", "H", "H", "H"],
  "positions_angstrom": [[0.668, -1.124, -0.716], [-0.501, -0.580, -1.068], [-0.870, 0.389, 0.747], [0.207, 0.319, 1.455], [1.139, -1.096, 1.052], [-1.581, -0.153, -2.329], [1.367, 1.951, 1.507], [1.343, -1.791, -1.223], [-1.288, 1.249, 0.453], [-1.615, -1.373, -2.768], [1.132, 2.209, 2.891]],
  "forces_ev_per_angstrom": [[-1.8687, 0.2399, 0.5803], [2.1179, 1.6266, 3.0959], [-1.2722, -3.4165, -3.0831], [2.2831, 1.2197, 0.7525], [-0.9714, 0.8814, -0.5530], [0.4079, 0.6831, 0.6328], [-0.8972, -0.6008, 1.2436], [-0.0280, 0.0219, -0.5110], [0.4185, 1.0487, 0.4343], [-0.3289, -1.1880, -0.7631], [0.1390, -0.5160, -1.8290]],
  "mulliken_charge": [-0.1736, 0.0451, -0.4705, -0.0224, 0.0437, -0.1913, -0.2038, 0.3818, 0.2943, 0.1326, 0.1641]
}

No. 3
{
  "formula": "C21H35N2O2OsSi2",
  "method": "ωB97M-V/def2-TZVPD",
  "charge": 3,
  "symbols": ["Os", "C", "C", "C", "C", "C", "C", "C", "H", "H", "H", "H", "H", "H", "H", "H", "C", "Si", "C", "C", "C", "C", "C", "C", "C", "C", "N", "Si", "C", "C", "C", "H", "H", "H", "H", "H", "H", "H", "H", "H", "H", "H", "H", "H", "H", "H", "H", "H", "H", "H", "H", "H", "H", "N", "C", "C", "O", "O", "H", "H", "H", "H", "H"],
  "positions_angstrom": [[-0.140, 0.920, 0.110], [-3.245, -2.100, -0.464], [-3.029, -0.619, -0.366], [-2.076, 0.039, -1.178], [-2.054, 1.450, -1.254], [-2.921, 2.204, -0.442], [-3.816, 1.553, 0.386], [-3.875, 0.160, 0.411], [-4.182, -2.290, -0.993], [-3.338, -2.562, 0.519], [-2.452, -2.600, -1.014], [-1.556, -0.544, -1.925], [-1.566, 1.943, -2.085], [-2.936, 3.283, -0.522], [-4.528, 2.134, 0.959], [-4.648, -0.330, 0.992], [0.131, -2.940, 0.615], [0.940, -2.373, -0.963], [-0.001, -2.707, -2.530], [2.637, -3.099, -1.158], [1.160, -0.429, -0.571], [2.217, -0.070, 0.438], [3.506, -0.478, 0.718], [4.166, 0.158, 1.769], [3.539, 1.164, 2.493], [2.247, 1.534, 2.157], [1.632, 0.915, 1.151], [1.314, 0.811, -2.068], [3.094, 1.146, -2.428], [0.352, 0.583, -3.620], [0.798, 2.533, -1.036], [-0.202, -3.976, 0.510], [-0.731, -2.335, 0.891], [0.851, -2.912, 1.437], [-0.218, -3.780, -2.528], [0.631, -2.533, -3.403], [-0.951, -2.200, -2.689], [2.497, -4.109, -1.556], [3.179, -3.208, -0.219], [3.262, -2.570, -1.881], [3.993, -1.245, 0.136], [5.181, -0.127, 2.014], [4.053, 1.672, 3.297], [1.715, 2.335, 2.653], [3.499, 0.273, -2.947], [3.709, 1.349, -1.553], [3.164, 1.995, -3.113], [0.700, -0.332, -4.104], [0.624, 1.403, -4.293], [-0.733, 0.540, -3.563], [1.786, 2.851, -0.704], [0.077, 3.113, -0.427], [0.565, 2.949, -2.029], [-2.121, 0.393, 4.411], [-1.922, 1.730, 3.754], [-1.246, 1.588, 2.404], [-1.117, 0.410, 1.905], [-0.872, 2.583, 1.785], [-2.942, 0.393, 5.024], [-1.318, 0.123, 4.985], [-2.243, -0.331, 3.694], [-1.340, 2.376, 4.408], [-2.897, 2.192, 3.605]],
  "forces_ev_per_angstrom": [[0.9348, -0.1148, -0.3503], [0.0295, -0.0192, 0.0380], [-0.0735, 0.0501, 0.0130], [-0.1545, 0.0379, 0.0200], [-0.0635, -0.0302, 0.0783], [-0.0717, -0.0082, 0.0171], [0.0574, 0.1067, -0.0531], [0.0525, -0.1052, -0.0385], [0.0118, -0.0078, 0.0016], [0.0091, -0.0076, -0.0018], [0.0225, -0.0101, 0.0191], [0.0056, 0.0496, 0.0466], [0.0207, -0.0123, 0.0048], [0.0016, 0.0014, -0.0023], [-0.0009, -0.0047, 0.0052], [-0.0016, 0.0069, 0.0050], [0.0281, -0.0047, -0.0046], [0.0036, -0.0830, -0.1384], [-0.0325, 0.0348, -0.0122], [-0.0009, 0.0218, -0.0204], [-0.3783, 0.2418, 0.4203], [0.0444, -0.0517, 0.0476], [-0.0285, -0.0015, -0.0051], [0.0028, 0.0122, 0.0174], [0.0338, -0.0206, -0.0056], [-0.0304, -0.0027, -0.0407], [-0.0319, 0.0229, 0.0755], [-0.0427, -0.0946, -0.3661], [0.0010, -0.0089, 0.1068], [-0.0089, 0.0343, 0.0042], [-0.1295, 0.0382, 0.2332], [0.0163, 0.0014, -0.0023], [-0.1033, 0.0317, -0.0053], [-0.0036, 0.0082, -0.0032], [0.0065, -0.0028, 0.0066], [-0.0003, -0.0093, 0.0038], [0.0540, -0.0478, -0.0043], [-0.0037, 0.0005, -0.0020], [-0.0054, -0.0027, -0.0047], [0.0148, -0.0020, 0.0086], [0.0127, -0.0151, -0.0087], [-0.0011, -0.0054, -0.0047], [-0.0053, 0.0027, 0.0015], [0.0055, -0.0001, 0.0066], [0.0121, 0.0081, 0.0004], [-0.0077, 0.0017, 0.0018], [-0.0120, -0.0011, -0.0048], [0.0170, -0.0057, -0.0116], [-0.0115, 0.0045, 0.0039], [0.0156, -0.0146, 0.0394], [0.0109, -0.0159, -0.0304], [-0.0140, -0.0063, 0.0119], [-0.0419, -0.0550, -0.0128], [-0.0068, 0.0020, -0.0048], [0.0201, -0.0038, -0.0268], [-0.0680, 0.0747, 0.0223], [0.0254, -0.0144, -0.1220], [-0.1295, 0.0047, 0.0354], [0.0042, 0.0060, 0.0077], [0.0089, -0.0080, -0.0113], [-0.0129, -0.0023, 0.0046], [-0.0062, -0.0006, 0.0073], [-0.0010, -0.0041, -0.0168]],
  "mulliken_charge": [2.5873, -1.5905, 0.8974, 0.2956, -0.9486, -0.9368, -0.8499, -0.7186, 0.4710, 0.4105, 0.1585, 0.0622, 0.8436, 0.5071, 0.6323, 0.6109, -0.8193, 0.4142, -1.1006, -1.2973, 0.8515, -0.8544, -0.7052, -0.6371, -1.0830, 0.0102, -0.3700, 0.1496, -1.2773, -1.1312, -1.6393, 0.4668, 0.0640, 0.4043, 0.5122, 0.3939, 0.4294, 0.4397, 0.3841, 0.4095, 0.6084, 0.5481, 0.4928, 0.6326, 0.4017, 0.4544, 0.4416, 0.4190, 0.5971, 0.3573, 0.5790, 0.5393, 0.5473, -0.1950, -0.8946, 0.7192, -0.9063, -0.6169, 0.3926, 0.3856, 0.2604, 0.4405, 0.3495]
}

No. 4
{
  "formula": "C2H4S2",
  "method": "ωB97M-V/def2-TZVPD",
  "symbols": ["C", "C", "S", "S", "H", "H", "H", "H"],
  "positions_angstrom": [[0.716, 0.141, 0.874], [-0.131, -0.373, -0.142], [1.228, -1.404, -0.051], [-1.773, -0.796, 0.172], [1.332, 1.021, 0.782], [0.244, 0.108, 1.788], [-0.469, 1.145, -1.527], [-1.996, -1.738, -0.609]],
  "forces_ev_per_angstrom": [[1.0159, 0.2937, -0.8449], [-1.5050, 1.6654, -3.2844], [0.6227, 0.2746, 0.5844], [-0.5107, 2.4883, 2.7514], [0.1444, -0.0645, -0.6171], [-0.3894, -0.7105, 2.5257], [0.6885, -1.5017, 1.1165], [-0.0665, -2.4451, -2.2315]],
  "mulliken_charge": [-0.5436, 0.0711, -0.1012, -0.1689, 0.2212, 0.2962, 0.1199, 0.1053]
}

Asked for relative energy (zero: lowest compared OMol25 entry of this formula, charge and spin) across the records above, the calculation gives 70.1; 121.7; 34.3; 108.3 kcal/mol in order.
Asked for electronic energy across the records above, the calculation gives -9440.002; -37619.145; -47617.036; -23804.181 eV in order.